# 1
C15H15N3O3 | ωB97M-V/def2-TZVPD

```
36
Properties=species:S:1:pos:R:3:nbo_charge:R:1
C 1.1207 1.5705 -0.3972 -0.434
N 2.5499 1.0886 -0.2022 -0.313
C 3.4421 1.8690 0.5325 -0.067
C 4.5578 1.1127 0.4874 -0.254
C 4.3800 -0.1289 -0.4885 -0.196
C 2.9749 -0.0684 -0.7039 0.070
C 2.3826 -1.0954 -1.4712 0.091
N 1.3155 -1.5212 -1.8705 -0.242
N 0.2511 -1.3666 -0.9514 -0.498
C 0.4273 -1.4196 0.4853 0.664
O 1.3400 -1.0194 1.1639 -0.566
C -1.0720 -1.5281 1.0915 -0.090
C -1.1854 -0.7177 2.1317 -0.097
H -2.0691 -0.7109 2.8801 0.222
O -1.4101 0.7037 1.5060 -0.483
C -2.3377 0.6546 0.6958 0.247
C -2.7688 1.7210 0.1657 -0.287
C -3.7234 1.8350 -0.8686 -0.129
C -3.9413 0.8050 -1.6249 -0.264
C -3.5306 -0.4477 -1.0094 -0.252
C -2.6480 -0.5120 -0.1593 0.210
O -2.1777 -1.6219 0.4605 -0.465
H -3.7613 -1.3190 -1.5375 0.219
H -4.8077 0.7477 -2.2089 0.214
H -4.1022 2.9934 -1.5376 0.201
H -2.4345 2.8170 0.6040 0.211
H -0.3214 -0.6250 2.8862 0.254
H -0.8579 -2.4375 1.6583 0.229
H -0.6438 -1.7749 -1.1397 0.396
H 3.2135 -1.3857 -2.3003 0.195
H 5.1136 -0.5653 -0.6411 0.155
H 5.3619 1.4198 0.9022 0.183
H 3.0240 2.7161 1.0912 0.228
H 1.0699 2.5233 -0.6582 0.207
H 0.3609 1.2923 0.3529 0.225
H 0.7280 1.3035 -1.3490 0.214
```

Total charge: 0
LUMO level (eV): 0.59
ΔE to the lowest compared entry with this formula, charge and spin (kcal/mol): 318.4
Orbital gap (eV): 8.65

---

# 2
C15H15N8O7PPt | ωB97M-V/def2-TZVPD

```
47
Properties=species:S:1:pos:R:3:nbo_charge:R:1
Pt 0.0936 -1.7784 -1.9237 1.021
O 3.8989 -1.0939 -0.7348 -0.623
C 2.7650 -1.5311 -0.7441 0.763
O 2.0324 -1.4442 -1.8258 -0.728
C 2.1940 -2.0640 0.5558 -0.313
C 3.1118 -2.1328 1.6016 -0.092
C 2.7191 -2.4944 2.8727 -0.054
C 1.3830 -2.7026 3.1916 -0.132
C 0.4805 -2.6023 2.1674 -0.072
C 0.8452 -2.4134 0.8103 0.466
O -0.1016 -2.5803 -0.0600 -0.700
N -0.9413 -2.5750 2.5116 0.540
O -1.3447 -3.3789 3.3197 -0.344
O -1.5604 -1.5975 2.1252 -0.399
N 3.7190 -2.5880 3.9372 0.537
O 4.8762 -2.3605 3.6480 -0.376
O 3.3199 -2.8479 5.0566 -0.386
H 4.1415 -1.8860 1.3888 0.282
H 1.0626 -2.9055 4.2026 0.273
N -1.8621 -2.1662 -2.1919 -0.643
C -3.0163 -2.0380 -2.1250 0.628
N -4.2974 -1.9624 -2.0570 -0.651
C -4.7380 -0.7762 -2.4556 0.436
N -5.0939 0.2737 -2.7960 -0.492
C 0.2954 3.5355 -0.9187 -0.049
N 0.4798 2.3092 -0.0147 -0.393
C -0.8527 2.0554 0.7295 -0.048
N -1.9184 1.9330 -0.1878 -0.430
C -2.0282 3.1143 -1.0341 -0.077
N -0.8032 3.3668 -1.7999 -0.433
C -0.5610 2.3348 -2.8186 -0.535
P -0.3668 0.6364 -2.0819 0.821
C 0.8957 1.0997 -0.7997 -0.559
C -1.8477 0.6968 -0.9745 -0.564
H 1.2361 3.6663 -1.4537 0.222
H 0.1254 4.3734 -0.2407 0.217
H 1.2048 2.5108 0.6745 0.430
H -0.9835 2.9220 1.3792 0.214
H -0.7134 1.1431 1.3126 0.242
H -2.2250 3.9858 -0.4060 0.209
H -2.8646 2.9761 -1.7184 0.239
H 0.3286 2.5952 -3.3963 0.236
H -1.4045 2.3235 -3.5107 0.254
H 1.8647 1.3066 -1.2577 0.263
H 1.0295 0.2895 -0.0806 0.264
H -1.8258 -0.1635 -0.2999 0.272
H -2.7523 0.6350 -1.5770 0.271
```

Total charge: 0
LUMO level (eV): -1.25
ΔE to the lowest compared entry with this formula, charge and spin (kcal/mol): 32.6
Orbital gap (eV): 7.57

---

# 3
C15H15NO4 | ωB97M-V/def2-TZVPD

```
35
Properties=species:S:1:pos:R:3:nbo_charge:R:1
C 4.6939 -0.5603 1.8630 -0.678
C 4.1566 0.3986 0.8687 0.379
O 4.9083 1.4553 0.5136 -0.398
C 4.2114 2.1668 -0.3928 0.085
C 3.0133 1.5837 -0.6409 -0.291
C 2.9636 0.4166 0.1822 -0.266
C 1.8865 -0.5810 0.3126 0.680
O 1.8783 -1.4461 1.1719 -0.643
N 0.9057 -0.4715 -0.6148 -0.607
C -0.2570 -1.3353 -0.6306 -0.067
C -0.3090 -2.1437 -1.9295 -0.604
C -1.5220 -0.5287 -0.4322 -0.023
C -1.8554 0.4864 -1.3173 -0.224
C -3.0084 1.2524 -1.1662 -0.249
C -3.8156 0.9596 -0.0953 0.215
C -3.4897 -0.0592 0.8013 0.299
C -2.3515 -0.8124 0.6561 -0.268
O -4.4571 -0.1392 1.7669 -0.488
C -5.4005 0.8625 1.4550 0.237
O -4.9942 1.5434 0.2869 -0.477
H 3.9413 -1.3180 2.0586 0.273
H 4.9427 -0.0427 2.7882 0.227
H 5.6016 -1.0295 1.4848 0.225
H 4.6716 3.0549 -0.7778 0.205
H 2.2636 1.9552 -1.3099 0.217
H 0.9510 0.2588 -1.3047 0.391
H -0.1218 -2.0169 0.2153 0.242
H -1.1668 -2.8102 -1.9131 0.217
H 0.5963 -2.7367 -2.0328 0.218
H -0.3985 -1.4864 -2.7912 0.199
H -1.2112 0.6976 -2.1576 0.201
H -3.2609 2.0393 -1.8569 0.228
H -2.1067 -1.5908 1.3591 0.229
H -5.4717 1.5762 2.2917 0.158
H -6.3872 0.4013 1.2880 0.157
```

Total charge: 0
LUMO level (eV): 0.72
ΔE to the lowest compared entry with this formula, charge and spin (kcal/mol): 37.6
Orbital gap (eV): 8.88
Structure (SMILES): Cc1occc1C(=O)N[C@H](C)c1ccc2c(c1)OCO2